Record 1
{"formula": "C3H2Cl2O", "method": "ωB97M-V with the def2-TZVPD basis set", "symbols": ["C", "C", "C", "O", "Cl", "Cl", "H", "H"], "xyz": [[0.1367, -0.7364, 0.2821], [-0.3570, -0.7372, -0.9819], [0.6093, 0.5981, -0.0534], [-0.0513, 0.6117, -1.3101], [1.8223, 1.7455, 0.2177], [-1.4910, 1.5015, 2.4037], [0.2963, -1.5517, 0.9983], [-0.9654, -1.4316, -1.5562]], "forces_ev_per_a": [[1.1, -0.3, -0.4], [-0.8, -0.3, 0.8], [-0.8, 0.5, -0.1], [0.7, -0.4, 0.7], [-0.8, -0.9, 0.1], [0.5, -0.2, -0.6], [0.0, 1.0, -0.2], [0.2, 0.6, -0.3]], "mulliken_charge": [-0.283, 0.005, 0.240, -0.302, -0.076, -0.279, 0.307, 0.388], "e_above_lowest_ev": 4.791, "homo_lumo_gap_ev": [8.95, 4.95]}

***

Record 2
{"formula": "C4H5BiO6", "method": "ωB97M-V with the def2-TZVPD basis set", "symbols": ["H", "O", "C", "O", "O", "C", "O", "C", "C", "O", "O", "Bi", "H", "H", "H", "H"], "xyz": [[-0.5816, 0.4322, -0.3117], [2.2178, 1.5525, -0.4820], [1.8637, 0.4875, 0.0978], [1.5616, 0.4981, 1.3140], [1.2690, -0.3921, -0.7261], [0.6344, -1.5814, -0.2327], [-1.4573, -0.3160, 0.0002], [-1.9190, 1.8684, 0.3464], [-0.8693, -1.5219, -0.4602], [-0.7984, 2.1458, -0.0569], [-2.7521, 1.9633, 1.1559], [1.3247, 2.9710, 0.7800], [0.8529, -1.7295, 0.8329], [1.0579, -2.4047, -0.8197], [-1.0677, -1.6331, -1.5397], [-1.3365, -2.3403, 0.1017]], "forces_ev_per_a": [[-4.1, -3.6, 1.2], [1.5, 1.3, -1.7], [-4.5, -1.4, 0.1], [0.8, 0.9, 0.5], [1.5, 0.5, -0.1], [0.1, -1.0, 0.8], [4.8, 3.2, -1.4], [0.8, 2.2, 3.5], [-0.4, -0.4, -0.5], [-3.0, -1.0, -1.4], [0.6, -0.9, -2.5], [1.8, -0.1, 1.6], [0.1, 0.2, -0.3], [-0.1, 0.1, 0.2], [-0.1, -0.1, 0.3], [0.2, 0.0, -0.3]], "mulliken_charge": [0.493, -0.571, 1.032, -0.639, -0.339, -0.362, -0.580, 0.826, -0.435, -0.537, -0.236, 1.086, 0.295, 0.342, 0.261, 0.364], "e_above_lowest_ev": 0.543, "charge": 1, "multiplicity": 2, "homo_lumo_gap_ev": [5.58, 7.31]}

***

Record 3
{"formula": "C7H19FIN2NbOP", "method": "ωB97M-V with the def2-TZVPD basis set", "symbols": ["C", "Nb", "I", "P", "O", "H", "H", "H", "H", "H", "H", "H", "H", "C", "C", "N", "C", "C", "N", "C", "C", "H", "H", "H", "H", "H", "H", "H", "H", "H", "H", "H", "F"], "xyz": [[0.1627, 1.1454, 3.7899], [-1.1438, -0.7283, 3.5650], [-1.4437, -1.0071, 6.3988], [-3.3646, 0.6463, 3.5218], [-3.6808, 1.2140, 4.9176], [1.1970, 0.8071, 3.6552], [-0.0040, 1.8850, 3.0072], [0.1122, 1.5759, 4.7834], [-2.0638, -2.2801, 3.2207], [0.3700, -1.7521, 3.5473], [-0.9810, -0.4266, 1.7633], [-3.3914, 1.6510, 2.5118], [-4.4382, -0.2463, 3.1844], [-0.4148, -1.9077, -3.9902], [0.4190, -2.1951, -2.7547], [0.8934, -0.9729, -2.1094], [0.9192, -0.7472, -0.7533], [1.4295, 0.4972, -0.5767], [1.7314, 0.9875, -1.8222], [1.4041, 0.0903, -2.7317], [2.2873, 2.2938, -2.1355], [0.1678, -1.4004, -4.7592], [-0.7848, -2.8396, -4.4145], [-1.2662, -1.2741, -3.7431], [1.2868, -2.8084, -3.0035], [-0.1764, -2.7391, -2.0247], [0.5607, -1.4973, -0.0710], [1.6199, 1.0924, 0.2970], [1.5191, 0.2139, -3.7911], [1.5541, 2.8067, -2.7828], [3.2457, 2.1694, -2.6461], [2.4325, 2.8566, -1.2199], [-0.1587, 2.8897, -2.8337]], "forces_ev_per_a": [[0.0, -0.8, -1.1], [1.3, 1.1, 3.7], [0.1, -0.1, -1.1], [-1.2, 0.1, 1.2], [0.6, -0.2, -1.3], [0.1, -0.1, 0.0], [-0.1, 0.3, 0.1], [-0.3, 0.1, 0.2], [0.1, -0.1, -0.7], [-0.2, -0.3, -0.8], [-0.2, -0.2, 0.5], [-0.3, -0.2, -0.1], [0.1, 0.5, -0.5], [0.0, 0.2, 0.0], [0.0, -0.1, -0.2], [0.0, -0.1, -0.1], [-0.2, 0.0, 0.0], [0.2, 0.1, -0.2], [0.2, -0.1, 0.1], [-0.2, 0.1, 0.2], [0.6, 0.3, -0.4], [0.0, 0.0, 0.0], [0.0, 0.0, 0.0], [0.0, 0.0, 0.0], [0.0, 0.0, 0.0], [0.1, 0.1, 0.1], [-0.1, 0.2, 0.2], [-0.1, -0.1, 0.1], [-0.1, 0.1, 0.0], [-0.5, 0.0, 0.3], [0.1, -0.2, 0.2], [-0.1, -0.1, 0.1], [0.1, -0.2, -0.3]], "mulliken_charge": [-1.243, -0.421, -0.269, 0.301, -0.631, 0.358, 0.312, 0.408, 0.031, 0.053, 0.077, 0.040, 0.025, -1.197, -0.296, 0.228, -0.507, -0.405, 0.260, -0.235, -0.899, 0.340, 0.382, 0.356, 0.241, 0.327, 0.472, 0.470, 0.319, 0.401, 0.327, 0.275, -0.900], "charge": -1, "homo_lumo_gap_ev": 6.53}

***

Record 4
{"formula": "C34H45N5O2SeZr", "method": "ωB97M-V with the def2-TZVPD basis set", "symbols": ["Zr", "C", "C", "C", "C", "C", "C", "C", "Se", "C", "C", "C", "C", "C", "C", "O", "C", "C", "C", "C", "C", "C", "C", "C", "C", "O", "C", "C", "C", "C", "C", "C", "H", "H", "H", "H", "H", "H", "H", "H", "H", "H", "H", "H", "H", "H", "H", "H", "H", "H", "H", "H", "H", "H", "H", "H", "H", "H", "H", "H", "H", "H", "H", "H", "H", "H", "H", "H", "H", "H", "H", "H", "N", "C", "N", "C", "N", "C", "C", "N", "C", "C", "N", "H", "H", "H", "H", "H"], "xyz": [[-0.0759, 0.0376, 0.0800], [-1.9207, 7.2196, -2.4683], [-2.6235, 5.9225, -2.8924], [-2.6957, 5.8527, -4.4251], [-4.0469, 5.9271, -2.3371], [-1.8193, 4.7332, -2.3697], [-2.2996, 3.8796, -1.3849], [-1.5014, 2.8279, -0.9797], [-2.2108, 1.6205, 0.3664], [-3.2479, 0.4879, -0.8202], [-4.5101, 0.9074, -1.1914], [-5.2087, 0.1474, -2.1215], [-4.5905, -1.0055, -2.6112], [-3.3221, -1.4586, -2.2446], [-2.6591, -0.6622, -1.3212], [-1.3953, -0.9667, -0.8159], [-2.7431, -2.7657, -2.8014], [-2.6621, -3.7941, -1.6664], [-1.3516, -2.5457, -3.4117], [-3.6371, -3.3431, -3.9023], [-6.6147, 0.5118, -2.5970], [-7.5973, -0.5639, -2.1126], [-7.0570, 1.8664, -2.0485], [-6.6319, 0.5699, -4.1320], [-0.2451, 2.5902, -1.5107], [0.4497, 1.4899, -1.0071], [0.2961, 3.4428, -2.4634], [-0.5336, 4.4925, -2.8614], [1.7104, 3.2652, -3.0292], [2.0342, 4.3308, -4.0801], [2.7264, 3.4060, -1.8900], [1.8580, 1.8935, -3.7003], [-2.4654, 8.0823, -2.8549], [-0.9013, 7.2702, -2.8557], [-1.8765, 7.3065, -1.3809], [-3.3200, 6.6644, -4.8008], [-3.1306, 4.9088, -4.7611], [-1.7140, 5.9585, -4.8884], [-4.6059, 6.7482, -2.7854], [-4.0659, 6.0783, -1.2550], [-4.5805, 5.0012, -2.5714], [-3.2698, 4.0363, -0.9338], [-4.9406, 1.8019, -0.7622], [-5.1409, -1.5921, -3.3305], [-2.1058, -3.4018, -0.8139], [-2.1608, -4.6981, -2.0175], [-3.6579, -4.0712, -1.3168], [-0.6131, -2.2297, -2.6764], [-1.3838, -1.8004, -4.2094], [-1.0022, -3.4823, -3.8487], [-4.6258, -3.6191, -3.5335], [-3.1759, -4.2517, -4.2903], [-3.7535, -2.6487, -4.7367], [-7.6274, -0.6078, -1.0221], [-7.3277, -1.5534, -2.4863], [-8.6028, -0.3370, -2.4703], [-7.1584, 1.8553, -0.9607], [-8.0337, 2.1201, -2.4600], [-6.3666, 2.6676, -2.3281], [-6.4450, -0.4058, -4.5822], [-5.8838, 1.2690, -4.5126], [-7.6114, 0.9026, -4.4778], [-0.1560, 5.1728, -3.6088], [2.0092, 5.3410, -3.6685], [1.3542, 4.2819, -4.9325], [3.0431, 4.1590, -4.4562], [2.6813, 4.4007, -1.4425], [3.7364, 3.2527, -2.2751], [2.5389, 2.6711, -1.1045], [1.1428, 1.7796, -4.5172], [1.7139, 1.0663, -3.0058], [2.8597, 1.8056, -4.1241], [4.2639, 0.3456, 0.6645], [3.1558, 1.0184, 0.9237], [2.1266, 0.1741, 0.8997], [2.7215, -1.0271, 0.5962], [4.0138, -0.9662, 0.4447], [1.9231, -2.2612, 0.5800], [2.4681, -3.5212, 0.4130], [1.7201, -4.6123, 0.5476], [0.4367, -4.4434, 0.8515], [-0.1312, -3.1839, 0.9696], [0.6167, -2.0893, 0.8274], [5.2135, 0.6930, 0.6285], [3.1230, 2.0746, 1.1363], [3.5183, -3.6417, 0.1786], [-0.1691, -5.3295, 0.9908], [-1.1855, -3.0516, 1.1686]], "forces_ev_per_a": [[0.8, -0.2, 0.6], [0.0, 0.0, 0.0], [0.0, -0.1, 0.0], [0.0, 0.0, 0.0], [-0.1, 0.0, 0.0], [0.1, 0.0, 0.0], [0.0, 0.1, -0.1], [-0.3, 0.0, 0.2], [-0.5, 0.4, -0.1], [0.0, 0.3, 0.2], [0.0, -0.1, -0.1], [0.0, -0.1, 0.0], [0.0, 0.0, 0.0], [-0.2, -0.1, -0.2], [0.4, -0.1, 0.2], [-0.8, -0.2, -0.4], [0.0, 0.1, 0.0], [0.0, 0.0, 0.1], [0.0, 0.0, -0.1], [0.0, -0.1, 0.0], [0.1, 0.0, 0.0], [0.0, 0.0, 0.0], [0.0, 0.1, 0.0], [0.0, 0.0, 0.0], [0.3, -0.4, 0.2], [-0.3, 0.6, -0.3], [0.0, 0.2, -0.2], [0.0, 0.0, 0.0], [-0.1, 0.0, 0.0], [0.0, 0.0, 0.0], [0.0, 0.0, 0.1], [0.0, 0.0, -0.1], [0.0, 0.0, 0.0], [0.0, 0.0, 0.0], [0.0, 0.0, 0.0], [0.0, 0.0, 0.0], [0.0, 0.0, 0.0], [0.0, 0.0, 0.0], [0.0, 0.0, 0.0], [0.0, 0.0, 0.0], [0.0, 0.0, 0.0], [0.0, 0.0, 0.0], [0.0, 0.0, 0.0], [0.0, 0.0, 0.0], [0.0, 0.0, -0.1], [0.0, 0.0, 0.0], [0.0, 0.0, 0.0], [0.0, 0.0, 0.0], [0.0, 0.0, 0.0], [0.0, 0.0, 0.0], [0.0, 0.0, 0.0], [0.0, 0.0, 0.0], [0.0, 0.0, 0.0], [0.0, 0.0, 0.0], [0.0, 0.0, 0.0], [0.0, 0.0, 0.0], [0.0, 0.0, 0.0], [0.0, 0.0, 0.0], [0.0, 0.0, 0.0], [0.0, 0.0, 0.0], [0.0, 0.0, 0.0], [0.0, 0.0, 0.0], [0.0, 0.0, 0.0], [0.0, 0.0, 0.0], [0.0, 0.0, 0.0], [0.0, 0.0, 0.0], [0.0, 0.0, 0.0], [0.0, 0.0, 0.0], [0.0, 0.0, -0.1], [0.0, 0.0, 0.0], [0.0, 0.0, 0.0], [0.0, 0.0, 0.0], [0.1, -0.2, -0.1], [-0.1, 0.1, 0.0], [0.2, -0.2, -0.2], [0.0, -0.4, 0.2], [0.0, 0.4, 0.1], [0.3, 0.2, 0.1], [0.0, -0.3, 0.0], [-0.1, 0.1, 0.0], [0.1, -0.1, 0.0], [-0.1, 0.1, 0.0], [0.1, -0.1, -0.1], [0.0, 0.0, 0.0], [0.0, 0.0, 0.0], [0.0, 0.0, 0.0], [0.0, 0.0, 0.0], [0.0, 0.0, 0.0]], "mulliken_charge": [1.314, -1.587, 1.981, -1.596, -2.169, -0.610, -0.550, 0.326, 0.150, 0.255, -0.540, -0.559, -0.028, -0.915, 0.613, -0.003, 2.262, -1.310, -1.454, -2.256, 1.971, -1.604, -2.003, -1.605, 0.741, -0.332, -0.871, 0.055, 2.291, -2.344, -1.240, -1.527, 0.453, 0.329, 0.361, 0.480, 0.354, 0.351, 0.455, 0.382, 0.417, 0.426, 0.503, 0.434, -0.067, 0.464, 0.383, -0.002, 0.370, 0.509, 0.424, 0.455, 0.450, 0.359, 0.330, 0.459, 0.389, 0.455, 0.312, 0.349, 0.354, 0.480, 0.495, 0.428, 0.459, 0.453, 0.422, 0.497, -0.193, 0.362, 0.084, 0.496, 0.198, -0.227, -0.397, 0.104, -0.635, 0.584, -0.295, -0.475, -0.425, -0.342, -0.337, 0.229, 0.612, 0.479, 0.428, 0.721], "charge": 2, "homo_lumo_gap_ev": 6.67}

***

Sequential total energy output: -1110.9505; -821.1017; -1258.5903; -4194.9433 a.u.